This record from OMol25 describes a cluster of 3 separate species, C27H49ClN2O10S in total. The level of theory is wB97M-V/def2-TZVPD.

Each line ends with the Löwdin charge.
Positions of all 90 atoms, in Å:
C 0.47 -7.28 -1.77  -0.050
C 0.23 -7.23 -3.28  -0.194
O 0.97 -6.15 -3.88  -0.020
C 0.35 -5.53 -4.90  -0.498
O -0.42 -6.09 -5.63  0.126
C 0.68 -4.06 -5.06  -0.065
C -0.50 -3.20 -4.53  -0.120
C -0.07 -2.09 -3.54  -0.113
C -0.29 -2.41 -2.04  -0.398
C 0.07 -1.16 -1.35  -0.230
N 0.39 -0.16 -0.87  0.233
C 0.67 -3.51 -1.53  -0.137
C 2.16 -3.14 -1.67  -0.234
C 3.02 -3.71 -0.52  -0.540
S 4.24 -4.95 -1.06  0.718
C -1.80 -2.74 -1.71  -0.623
Cl -2.20 -2.16 -0.03  0.766
C -2.69 -1.98 -2.60  -0.244
N -3.33 -1.50 -3.42  0.240
C -2.12 -4.27 -1.70  -0.090
C -3.47 -4.65 -2.28  -0.524
O -4.42 -4.96 -1.61  0.138
O -3.48 -4.66 -3.63  0.105
H 0.95 -8.20 -1.47  0.078
H 1.06 -6.43 -1.43  0.051
H -0.48 -7.23 -1.24  0.075
H 0.53 -8.17 -3.73  0.124
H -0.83 -7.09 -3.50  0.112
H 0.84 -3.88 -6.12  0.128
H 1.61 -3.83 -4.54  0.104
H -0.97 -2.70 -5.37  0.125
H -1.24 -3.85 -4.09  0.083
H 1.01 -1.94 -3.65  0.118
H -0.53 -1.14 -3.79  0.120
H 0.44 -3.69 -0.48  0.127
H 0.49 -4.41 -2.10  0.083
H 2.53 -3.60 -2.59  0.076
H 2.32 -2.07 -1.77  0.106
H 3.64 -2.92 -0.09  0.066
H 2.39 -4.14 0.26  0.065
H 3.41 -5.87 -1.54  -0.171
H -2.17 -4.59 -0.66  0.112
H -1.38 -4.84 -2.24  0.098
H -4.17 -5.27 -3.92  0.141
C 1.60 1.61 1.57  -0.115
O 2.55 2.62 1.29  -0.199
C 2.60 2.93 -0.09  -0.211
C 3.31 4.25 -0.30  -0.181
O 2.48 5.38 -0.06  -0.128
C 2.24 5.69 1.30  -0.189
C 3.39 6.40 1.98  -0.206
O 4.37 5.47 2.40  -0.194
C 5.56 6.11 2.79  -0.116
H 1.82 0.70 1.01  0.052
H 1.64 1.40 2.64  0.091
H 0.59 1.95 1.32  0.071
H 1.58 3.01 -0.50  0.128
H 3.13 2.13 -0.62  0.125
H 3.60 4.31 -1.35  0.126
H 4.23 4.29 0.30  0.123
H 1.94 4.81 1.86  0.116
H 1.39 6.38 1.28  0.120
H 3.00 6.94 2.86  0.127
H 3.83 7.13 1.29  0.130
H 6.01 6.65 1.94  0.088
H 6.26 5.34 3.12  0.087
H 5.39 6.82 3.61  0.087
C -1.59 6.41 3.02  -0.113
O -2.34 5.22 2.93  -0.194
C -1.65 4.22 2.19  -0.206
C -2.29 2.86 2.40  -0.182
O -1.87 2.23 3.60  -0.132
C -2.47 2.69 4.80  -0.184
C -3.88 2.18 5.02  -0.210
O -4.81 2.95 4.28  -0.196
C -6.08 2.34 4.23  -0.115
H -1.36 6.81 2.02  0.085
H -2.19 7.13 3.56  0.087
H -0.65 6.24 3.56  0.087
H -0.60 4.18 2.49  0.119
H -1.71 4.48 1.12  0.132
H -1.94 2.21 1.60  0.120
H -3.38 2.93 2.34  0.124
H -2.44 3.78 4.86  0.124
H -1.85 2.30 5.60  0.127
H -4.12 2.26 6.09  0.127
H -3.93 1.13 4.72  0.129
H -6.03 1.37 3.73  0.088
H -6.74 3.00 3.68  0.087
H -6.49 2.20 5.24  0.087

Results
Largest force on an atom: 0.93 eV/Å
Structure (SMILES): CCOC(=O)CCC[C@](C#N)(CCCS)[C@@](Cl)(C#N)CC(=O)O.COCCOCCOC.COCCOCCOC
Gap between HOMO and LUMO: 9.40 eV
E_HOMO: -9.082 eV